{"formula": "C32H88O12", "method": "ωB97M-V with the def2-TZVPD basis set", "species": ["C", "C", "C", "O", "H", "H", "H", "H", "H", "H", "H", "H", "C", "C", "C", "O", "H", "H", "H", "H", "H", "H", "H", "H", "C", "C", "C", "O", "H", "H", "H", "H", "H", "H", "H", "H", "C", "C", "C", "O", "H", "H", "H", "H", "H", "H", "H", "H", "C", "C", "C", "O", "H", "H", "H", "H", "H", "H", "H", "H", "C", "C", "C", "O", "H", "H", "H", "H", "H", "H", "H", "H", "C", "C", "C", "O", "H", "H", "H", "H", "H", "H", "H", "H", "C", "C", "C", "O", "H", "H", "H", "H", "H", "H", "H", "H", "C", "C", "C", "O", "H", "H", "H", "H", "H", "H", "H", "H", "C", "C", "C", "O", "H", "H", "H", "H", "H", "H", "H", "H", "C", "O", "H", "H", "H", "H", "C", "O", "H", "H", "H", "H"], "coordinates": [[-9.9363, 5.1315, -14.2853], [-11.1501, 4.3730, -13.9356], [-10.9797, 2.8309, -14.0729], [-11.4154, 4.5990, -12.5531], [-9.8007, 5.3821, -15.3374], [-9.0462, 4.5889, -13.9672], [-9.8529, 6.1131, -13.8189], [-12.0606, 4.6426, -14.4706], [-10.8000, 2.5967, -15.1222], [-11.7688, 2.1793, -13.6979], [-10.1640, 2.4098, -13.4852], [-11.5117, 5.5495, -12.4589], [-15.8699, 5.2159, -12.5000], [-15.5315, 3.6788, -12.4592], [-15.1548, 3.0846, -13.8052], [-14.5094, 3.5280, -11.5733], [-16.3628, 5.5414, -11.5839], [-16.6175, 5.4158, -13.2676], [-15.0991, 5.9475, -12.7421], [-16.2976, 3.0634, -11.9876], [-15.9093, 3.2684, -14.5701], [-14.8928, 2.0319, -13.6991], [-14.1924, 3.5319, -14.0539], [-13.7059, 3.8017, -12.0217], [-14.0089, -4.3641, -11.1039], [-12.9473, -5.3007, -10.4741], [-12.4141, -4.9007, -9.1043], [-13.5910, -6.5167, -10.2365], [-14.9031, -4.2284, -10.4956], [-14.2414, -4.6795, -12.1211], [-13.5547, -3.3828, -11.2413], [-12.1039, -5.5028, -11.1342], [-11.3817, -5.2463, -9.0522], [-12.9462, -5.1849, -8.1965], [-12.4407, -3.8117, -9.0648], [-14.4372, -6.4482, -9.7885], [-17.2155, -2.0732, -11.5617], [-18.2109, -2.3300, -10.4169], [-17.5231, -3.2134, -9.3848], [-18.6053, -1.0365, -9.9476], [-17.7481, -1.9590, -12.5058], [-16.4858, -2.8586, -11.7585], [-16.6615, -1.1348, -11.5346], [-19.1500, -2.6741, -10.8503], [-16.5880, -2.9323, -8.9005], [-17.5540, -4.2666, -9.6638], [-18.2817, -3.2809, -8.6051], [-19.2715, -1.0568, -9.2567], [-10.6523, 2.5941, -6.9861], [-9.9876, 3.6481, -6.1141], [-9.8075, 5.0367, -6.7174], [-10.6233, 3.7361, -4.8583], [-10.0594, 2.4321, -7.8864], [-11.6628, 2.8825, -7.2756], [-10.7490, 1.6969, -6.3747], [-9.0342, 3.2078, -5.8222], [-9.2098, 5.0658, -7.6284], [-9.3157, 5.8104, -6.1278], [-10.7554, 5.4743, -7.0308], [-11.3987, 4.2922, -4.9638], [-6.3180, 3.3471, -11.9381], [-6.9596, 4.5437, -11.2257], [-7.9032, 4.1382, -10.1262], [-5.8110, 5.1419, -10.7073], [-7.1130, 2.7142, -12.3325], [-5.7167, 2.7967, -11.2145], [-5.5734, 3.6214, -12.6854], [-7.4532, 5.2203, -11.9233], [-8.7274, 3.5996, -10.5939], [-8.2461, 5.0229, -9.5896], [-7.5320, 3.4214, -9.3938], [-6.0383, 6.0359, -10.4416], [-14.1887, -3.2982, -14.7280], [-13.2113, -2.2193, -15.2833], [-13.7602, -0.8198, -15.1649], [-12.0560, -2.3732, -14.5661], [-13.7762, -4.2948, -14.5706], [-14.9201, -3.4267, -15.5259], [-14.7939, -3.0082, -13.8691], [-12.9745, -2.4224, -16.3277], [-14.3507, -0.5369, -14.2935], [-14.3828, -0.5762, -16.0258], [-12.9827, -0.0565, -15.1305], [-12.0084, -1.6259, -13.9654], [-8.5832, 0.0360, -8.9657], [-8.6173, -1.4973, -9.3801], [-8.9708, -1.8170, -10.8098], [-7.3618, -2.1410, -9.1758], [-9.0122, 0.0588, -7.9640], [-9.1552, 0.6787, -9.6350], [-7.6098, 0.5138, -9.0762], [-9.3037, -1.9831, -8.6866], [-9.1314, -2.8942, -10.8542], [-8.2590, -1.5000, -11.5719], [-9.9974, -1.5319, -11.0398], [-6.7579, -1.8800, -9.8749], [-16.4030, -0.0120, -7.4362], [-16.0811, 0.7862, -8.7137], [-15.0174, 1.9025, -8.4446], [-15.4668, -0.0671, -9.6705], [-17.1538, -0.7958, -7.5364], [-16.7809, 0.6476, -6.6550], [-15.5250, -0.5377, -7.0610], [-16.9305, 1.1982, -9.2586], [-15.3183, 2.6974, -7.7621], [-14.9981, 2.5058, -9.3523], [-14.0566, 1.4161, -8.2767], [-16.1967, -0.5041, -10.1153], [-7.6570, -1.2625, -17.0917], [-8.5993, -1.3055, -15.8876], [-8.2667, -0.1652, -14.9367], [-9.8580, -1.2006, -16.2734], [-8.0761, -1.9220, -17.8516], [-6.6841, -1.7195, -16.9111], [-7.5774, -0.2500, -17.4875], [-8.4421, -2.2211, -15.3174], [-8.0493, 0.7580, -15.4738], [-7.3408, -0.4279, -14.4250], [-8.8814, 0.0800, -14.0705], [-10.3953, -1.4910, -15.5327], [-12.1369, -1.9284, -5.3958], [-13.0534, -1.9788, -4.3329], [-12.5592, -1.2978, -6.1781], [-11.2103, -1.4449, -5.0863], [-11.9065, -2.9062, -5.8187], [-12.9219, -2.8336, -3.9162], [-12.4190, 0.5846, -11.5662], [-13.1570, -0.5557, -11.8274], [-12.0957, 0.6353, -10.5264], [-11.4116, 0.3832, -11.9303], [-12.7572, 1.5332, -11.9833], [-13.8503, -0.7070, -11.1808]], "lowdin_charge": [-0.061, -0.478, -0.038, -0.064, 0.087, 0.078, 0.082, 0.125, 0.087, 0.040, 0.069, 0.086, -0.038, -0.504, -0.032, -0.058, 0.070, 0.063, 0.072, 0.138, 0.086, 0.072, 0.065, 0.060, -0.040, -0.468, -0.056, -0.070, 0.061, 0.066, 0.067, 0.140, 0.077, 0.078, 0.064, 0.087, -0.042, -0.441, -0.060, -0.060, 0.082, 0.066, 0.066, 0.137, 0.082, 0.081, 0.072, 0.094, -0.047, -0.500, -0.046, -0.046, 0.061, 0.074, 0.078, 0.135, 0.046, 0.080, 0.080, 0.085, -0.051, -0.514, -0.057, -0.050, 0.068, 0.082, 0.080, 0.129, 0.076, 0.065, 0.082, 0.092, -0.040, -0.487, -0.053, -0.048, 0.076, 0.071, 0.057, 0.139, 0.065, 0.085, 0.078, 0.076, -0.031, -0.453, -0.061, -0.062, 0.062, 0.053, 0.069, 0.128, 0.081, 0.081, 0.064, 0.081, -0.045, -0.446, -0.035, -0.080, 0.051, 0.077, 0.077, 0.132, 0.077, 0.050, 0.075, 0.020, -0.040, -0.576, -0.064, -0.012, 0.078, 0.078, 0.079, 0.137, 0.075, 0.073, 0.059, 0.065, -0.179, -0.113, 0.069, 0.073, 0.075, 0.073, -0.169, -0.113, 0.084, 0.061, 0.059, 0.052], "gap_ev": 10.07, "lumo_energy_ev": 0.42, "homo_ev": -9.64}